1.
C6H12O | the ωB97M-V functional and the def2-TZVPD basis

Geometry as XYZ:
```
19
Properties=species:S:1:pos:R:3:forces:R:3
C -1.91122 0.80229 -0.10299 -0.05 -0.04 -0.04
C -0.44672 1.13985 0.18278 0.01 0.04 0.04
C 0.51532 0.01154 -0.15245 -0.07 0.04 -0.04
C 0.75513 -0.22276 -1.63017 0.00 -0.04 -0.04
C 1.68272 -0.21849 0.78064 0.18 0.05 0.04
C 0.55136 -1.19164 0.75768 0.17 -0.07 -0.24
O -0.24062 -1.23429 1.90971 -0.26 -0.10 -0.01
H -2.26985 0.03369 0.59052 0.01 0.11 -0.13
H -2.05450 0.42866 -1.12305 0.02 0.07 0.14
H -2.55274 1.68136 0.02094 0.10 -0.13 -0.01
H -0.34475 1.40483 1.24022 0.00 -0.04 -0.13
H -0.15405 2.02804 -0.39396 -0.01 -0.12 0.08
H -0.18301 -0.38194 -2.17560 0.13 0.02 0.10
H 1.26388 0.63839 -2.08065 -0.07 -0.10 0.07
H 1.38701 -1.10309 -1.79517 -0.09 0.12 0.04
H 1.74492 0.41199 1.66381 -0.04 -0.08 -0.13
H 2.64156 -0.52074 0.36737 -0.16 0.03 0.04
H 0.73312 -2.16373 0.29335 -0.04 0.17 0.08
H -1.11755 -1.54396 1.64704 0.16 0.07 0.14
```
Forces are in eV/Å.

Values from the calculation:
- Lowest unoccupied orbital energy: 0.0343 Ha
- Net charge: 0
- SMILES: CC[C@@]1(C)C[C@H]1O
- ΔE to the lowest compared entry with this formula, charge and spin: 104.5 kJ/mol
- Kohn-Sham gap: 10.3 eV

=====

2.
C2H3BrF2 | the ωB97M-V functional and the def2-TZVPD basis

Geometry as XYZ:
```
8
Properties=species:S:1:pos:R:3:forces:R:3
C -0.24804 -0.07494 -0.02661 0.94 -1.08 3.79
C -1.70356 -0.13978 -0.00548 -1.23 4.02 2.54
F -2.21473 -0.67576 -1.02562 -1.09 -0.69 -1.32
F -2.34606 1.57947 -0.05193 1.67 -3.55 -0.31
Br -2.54977 -0.55885 1.68701 0.39 -0.17 -0.82
H 0.23694 -0.97702 0.40651 -1.00 -0.58 -0.80
H 0.13963 0.05654 -0.95893 0.97 0.81 -2.52
H 0.21421 0.49763 0.78046 -0.64 1.25 -0.56
```
Forces are in eV/Å.

Values from the calculation:
- Lowest unoccupied orbital energy: 0.0150 Ha
- Net charge: 0
- ΔE to the lowest compared entry with this formula, charge and spin: 187.6 kJ/mol
- Kohn-Sham gap: 11.3 eV

=====

3.
C2H3NO2 | the ωB97M-V functional and the def2-TZVPD basis

Geometry as XYZ:
```
8
Properties=species:S:1:pos:R:3:forces:R:3
C -0.92853 0.76573 0.33481 1.39 1.68 0.08
N -0.34733 -0.36047 0.07408 0.67 2.33 0.40
O -0.84895 -1.38310 -0.28801 -3.16 -4.83 -1.30
C 1.07644 -0.51483 -0.13590 3.65 4.39 -0.61
O 1.74195 0.50922 -0.31679 -1.28 -3.10 0.56
H -1.99497 0.95331 0.15916 0.65 -0.60 0.32
H -0.18207 1.57456 0.47700 -0.95 -0.50 0.07
H 1.48345 -1.54441 -0.30435 -0.96 0.62 0.48
```
Forces are in eV/Å.

Values from the calculation:
- Lowest unoccupied orbital energy (spin up / spin down): -0.0182 / -0.0182 Ha
- Net charge: 0
- SMILES: C=[N+]([O-])C=O
- ΔE to the lowest compared entry with this formula, charge and spin: 360.1 kJ/mol
- Kohn-Sham gap (spin up / spin down): 8.9 / 8.9 eV

=====

4.
C11H14NO2 | the ωB97M-V functional and the def2-TZVPD basis

Geometry as XYZ:
```
28
Properties=species:S:1:pos:R:3:forces:R:3
C -4.03230 -0.07650 -0.18699 -1.26 2.29 -0.51
C -3.45775 0.57519 0.92320 0.70 1.79 0.89
C -3.28799 -0.87674 -1.01667 -0.29 0.48 0.19
C -2.05977 0.49885 1.13176 -1.31 -2.86 -1.38
C -1.95044 -0.99513 -0.76352 0.07 -1.02 0.66
C -1.32343 -0.45215 0.35436 -1.38 1.51 -0.16
C 0.98815 -1.59759 0.83954 1.06 2.05 -0.65
C 0.03495 -0.74268 0.56977 2.23 1.64 -0.22
C 2.47082 -1.17497 0.60826 -1.30 -2.16 0.49
C 1.61781 1.14506 0.06407 -2.82 1.84 -1.26
C 1.83461 1.39565 -1.42629 -6.18 2.26 2.28
N 2.64857 0.43386 0.64950 2.37 -2.91 0.83
O 2.88073 -1.80090 -0.59806 0.67 1.63 1.62
O 1.19507 2.32306 0.77380 0.41 -2.38 -0.80
H -4.97676 0.31096 -0.69251 0.69 -0.91 1.66
H -4.01654 1.30917 1.61422 0.63 -1.40 -1.45
H -3.83239 -1.30504 -1.84194 0.52 -0.26 -0.35
H -1.51142 0.87639 1.92776 0.33 1.22 1.57
H -1.36710 -1.66408 -1.30485 0.88 -1.03 -1.29
H 0.91460 -2.64922 1.01053 -0.32 -0.58 0.46
H 3.10033 -1.53117 1.46522 -0.09 0.38 -1.03
H 0.76595 1.26394 -1.83942 1.88 -0.25 -0.20
H 2.54007 0.79222 -1.73119 3.21 -3.43 -2.36
H 2.07511 2.41478 -1.66660 0.34 0.61 0.33
H 2.74637 0.69981 1.63093 0.06 -0.09 0.15
H 3.61412 0.39499 0.20487 -1.06 1.05 0.30
H 2.10139 -1.98423 -1.12813 -0.29 0.12 -0.20
H 0.28723 2.41651 0.42839 0.26 0.40 0.42
```
Forces are in eV/Å.

Values from the calculation:
- Lowest unoccupied orbital energy (spin up / spin down): -0.1565 / -0.1591 Ha
- Net charge: +1
- ΔE to the lowest compared entry with this formula, charge and spin: 645.9 kJ/mol
- Kohn-Sham gap (spin up / spin down): 7.3 / 7.5 eV

=====

> Look up the net charge of the fourth one.

+1

=====

> Look up the ΔE to the lowest compared entry with this formula, charge and spin of the second one.

187.6 kJ/mol

=====

> The lowest ΔE to the lowest compared entry with this formula, charge and spin belongs to which entry?

C6H12O